Molecular formula: C9H16NO5
Method: DFT, ωB97M-V/def2-TZVPD

Results
- Total charge: -1
- SMILES: CC(C)(CO)[C@@H](O)C(=O)NCCC(=O)[O-]
- Energy: -783.6175 Ha
- Max |F|: 1.4 eV/A

```
31
C9H16NO5 (ωB97M-V/def2-TZVPD)
C -1.925 -0.469 1.202
H -2.941 -0.699 1.521
H -1.562 0.370 1.789
H -1.291 -1.333 1.389
C -1.910 -0.112 -0.284
C -2.369 -1.306 -1.122
H -1.627 -2.098 -1.084
H -2.498 -1.013 -2.162
H -3.318 -1.687 -0.748
C -2.880 1.062 -0.542
O -2.681 2.171 0.289
H -1.719 2.325 0.280
H -2.795 1.360 -1.601
H -3.908 0.726 -0.367
C -0.477 0.300 -0.717
O -0.119 1.515 -0.104
H 0.852 1.692 -0.296
C 0.545 -0.806 -0.409
O 0.645 -1.813 -1.090
N 1.276 -0.565 0.694
C 2.618 -1.076 0.862
C 3.611 0.083 0.871
H 4.631 -0.303 0.906
H 3.432 0.710 1.751
C 3.459 0.984 -0.425
O 2.456 1.735 -0.447
O 4.342 0.881 -1.270
H 2.674 -1.648 1.801
H 2.818 -1.754 0.028
H 1.135 0.355 1.099
H -0.475 0.414 -1.815
```

Molecular formula: C17H15FN2O4S
Method: DFT, ωB97M-V/def2-TZVPD

Results
- SMILES: COC(=O)c1[nH]c2ccccc2c1NS(=O)(=O)c1ccc(F)c(C)c1
- Energy: -1565.3670 Ha
- Max |F|: 1.2 eV/A

```
40
C17H15FN2O4S (ωB97M-V/def2-TZVPD)
C -4.963 -0.382 -0.472
H -5.740 -0.449 0.287
H -4.919 0.627 -0.885
H -5.136 -1.105 -1.272
O -3.729 -0.653 0.178
C -2.758 -1.166 -0.564
O -2.883 -1.601 -1.688
C -1.474 -1.202 0.147
C -0.969 -0.392 1.141
C 0.373 -0.818 1.380
C 1.387 -0.379 2.235
C 2.609 -1.004 2.177
C 2.843 -2.066 1.295
C 1.860 -2.527 0.449
C 0.621 -1.894 0.490
N -0.503 -2.097 -0.243
H -0.644 -2.775 -0.974
H 2.040 -3.349 -0.227
H 3.817 -2.529 1.282
H 3.410 -0.677 2.822
H 1.212 0.437 2.922
N -1.589 0.750 1.646
S -1.642 2.047 0.555
O -1.825 3.219 1.355
O -2.577 1.759 -0.485
C 0.016 1.970 -0.118
C 1.063 2.534 0.581
C 2.359 2.277 0.168
C 2.558 1.437 -0.913
C 1.514 0.864 -1.637
C 0.225 1.159 -1.217
H -0.632 0.758 -1.735
C 1.789 -0.045 -2.790
H 2.353 0.481 -3.559
H 2.392 -0.890 -2.461
H 0.860 -0.410 -3.218
F 3.823 1.157 -1.282
H 3.211 2.697 0.678
H 0.853 3.168 1.428
H -1.202 1.069 2.522
```

Molecular formula: C52H68F32N4O16S4
Method: DFT, ωB97M-V/def2-TZVPD

Results
- SMILES: FC(F)C(F)(F)COC(F)(F)C(F)F.FC(F)C(F)(F)COC(F)(F)C(F)F.FC(F)C(F)(F)COC(F)(F)C(F)F.FC(F)C(F)(F)COC(F)(F)C(F)F.CCOS(C)(=O)=O.CCOS(C)(=O)=O.CCOS(C)(=O)=O.CCOS(C)(=O)=O.c1ccncc1.c1ccncc1.c1ccncc1.c1ccncc1
- Energy: -8233.4739 Ha
- Max |F|: 3.2 eV/A

```
176
C52H68F32N4O16S4 (ωB97M-V/def2-TZVPD)
O -16.000 4.700 -24.887
S -17.138 4.146 -24.265
O -18.439 4.301 -24.760
O -16.965 2.564 -24.248
C -15.673 2.021 -24.002
C -15.824 0.524 -24.028
C -17.101 4.457 -22.499
H -15.281 2.385 -23.055
H -15.020 2.380 -24.801
H -14.923 -0.061 -23.898
H -16.275 0.199 -24.972
H -16.606 0.268 -23.305
H -17.809 5.262 -22.315
H -16.128 4.930 -22.361
H -17.252 3.568 -21.913
O -6.842 12.764 -31.474
S -8.118 12.462 -31.975
O -8.301 12.172 -33.355
O -8.683 11.233 -31.138
C -9.826 10.471 -31.652
C -9.799 9.090 -31.028
C -9.216 13.769 -31.500
H -9.733 10.300 -32.734
H -10.805 10.915 -31.449
H -10.048 9.190 -29.968
H -8.820 8.610 -31.060
H -10.480 8.414 -31.540
H -9.365 13.871 -30.430
H -10.111 13.818 -32.103
H -8.594 14.644 -31.728
O -7.296 3.212 -29.663
S -6.963 2.859 -28.327
O -6.266 3.726 -27.468
O -8.273 2.374 -27.512
C -9.233 1.591 -28.268
C -10.603 2.016 -27.827
C -6.151 1.264 -28.380
H -9.103 0.511 -28.178
H -9.159 1.846 -29.332
H -10.588 2.230 -26.749
H -11.395 1.283 -27.986
H -10.944 2.961 -28.239
H -6.485 0.642 -27.555
H -5.082 1.395 -28.444
H -6.608 0.817 -29.260
O -9.453 5.589 -23.490
S -8.068 5.740 -23.749
O -7.229 6.603 -23.027
O -7.395 4.294 -23.735
C -8.195 3.225 -24.246
C -7.344 1.997 -24.372
C -7.897 6.148 -25.476
H -8.618 3.445 -25.229
H -9.041 2.977 -23.598
H -6.560 1.939 -23.621
H -6.826 1.985 -25.335
H -7.969 1.106 -24.417
H -8.152 7.201 -25.529
H -8.595 5.536 -26.032
H -6.884 5.961 -25.813
N -10.360 -0.054 -32.199
C -9.758 1.072 -32.529
C -8.456 1.379 -32.171
C -7.742 0.327 -31.611
C -8.306 -0.878 -31.264
C -9.652 -1.016 -31.604
H -10.350 1.767 -33.107
H -7.958 2.327 -32.293
H -6.697 0.498 -31.347
H -7.787 -1.721 -30.830
H -10.239 -1.834 -31.189
N -16.182 7.823 -25.554
C -16.616 7.963 -26.795
C -17.922 8.250 -27.153
C -18.781 8.449 -26.092
C -18.345 8.325 -24.773
C -17.021 8.021 -24.566
H -15.941 7.759 -27.628
H -18.253 8.388 -28.170
H -19.824 8.725 -26.248
H -19.045 8.493 -23.968
H -16.736 7.852 -23.531
N -15.707 1.357 -33.123
C -14.439 1.300 -32.772
C -13.934 0.270 -31.981
C -14.774 -0.761 -31.632
C -16.082 -0.750 -32.098
C -16.525 0.392 -32.724
H -13.717 1.994 -33.190
H -12.879 0.232 -31.722
H -14.393 -1.604 -31.068
H -16.702 -1.602 -31.852
H -17.547 0.496 -33.073
N -7.281 7.912 -28.488
C -6.333 8.292 -27.654
C -4.992 8.267 -27.990
C -4.622 7.990 -29.279
C -5.617 7.733 -30.180
C -6.928 7.723 -29.729
H -6.589 8.565 -26.636
H -4.260 8.618 -27.272
H -3.585 7.993 -29.587
H -5.421 7.469 -31.211
H -7.716 7.423 -30.412
C -13.316 1.306 -37.771
C -12.718 2.390 -36.911
C -11.875 1.799 -35.763
F -10.700 1.256 -36.320
F -11.552 2.676 -34.780
F -12.020 3.254 -37.720
F -13.726 3.133 -36.349
O -14.250 0.566 -37.011
C -14.163 -0.733 -37.188
C -15.287 -1.393 -36.443
F -16.451 -1.253 -37.158
F -15.100 -2.700 -36.184
F -14.111 -1.049 -38.480
F -12.992 -1.203 -36.658
H -12.507 0.726 -38.202
H -13.902 1.847 -38.513
H -12.491 0.959 -35.395
H -15.482 -0.876 -35.496
C -16.888 1.819 -27.677
C -17.620 0.548 -27.951
C -19.097 0.801 -28.282
F -19.780 -0.308 -28.570
F -19.680 1.398 -27.222
F -17.080 -0.095 -29.019
F -17.472 -0.309 -26.855
O -17.151 2.687 -28.797
C -16.150 3.512 -29.267
C -16.413 3.794 -30.744
F -17.664 4.504 -30.919
F -15.360 4.530 -31.371
F -16.121 4.686 -28.489
F -14.888 2.959 -29.174
H -15.855 1.649 -27.421
H -17.428 2.339 -26.882
H -19.073 1.528 -29.104
H -16.507 2.864 -31.346
C -12.195 4.665 -30.380
C -11.369 4.837 -31.644
C -12.229 5.219 -32.833
F -11.607 5.407 -33.997
F -13.228 4.244 -32.923
F -10.456 5.889 -31.443
F -10.605 3.724 -31.815
O -13.175 5.638 -30.177
C -12.885 6.687 -29.350
C -12.945 6.270 -27.877
F -12.020 5.317 -27.561
F -12.738 7.411 -27.080
F -11.757 7.262 -29.693
F -13.841 7.577 -29.613
H -11.455 4.651 -29.584
H -12.635 3.671 -30.451
H -12.740 6.157 -32.578
H -13.956 5.884 -27.685
C -14.216 10.820 -25.608
C -13.948 11.745 -24.463
C -14.462 13.153 -24.706
F -15.757 13.084 -25.033
F -14.327 13.867 -23.570
F -14.570 11.291 -23.334
F -12.614 11.750 -24.138
O -13.741 11.442 -26.746
C -13.371 10.611 -27.729
C -12.994 11.472 -28.925
F -11.963 12.347 -28.695
F -12.630 10.631 -29.930
F -12.284 9.851 -27.310
F -14.395 9.786 -27.995
H -15.257 10.511 -25.674
H -13.644 9.899 -25.468
H -13.927 13.703 -25.479
H -13.850 12.085 -29.232
```